Entry 1:
Below is a molecular structure, C6H15N at a distorted geometry, with properties calculated with ωB97M-V/def2-TZVPD.

Values from the calculation:
HOMO: -9.17 eV
E_LUMO: -0.04 eV
gap between HOMO and LUMO: 9.13 eV
DFT total energy: -7951.4030 eV
ΔE to the lowest compared entry with this formula, charge and spin: 100.6 kcal/mol
charge: 0

Last column: natural (NBO) charge in e.
Cartesian coordinates (Å):
C: -1.48 1.07 -0.65  -0.656
C: -1.38 -0.21 0.16  0.161
C: -0.54 -1.29 -0.49  -0.440
C: 1.01 -1.05 -0.65  -0.407
C: 1.81 -0.25 0.42  -0.409
C: 1.62 1.30 0.30  -0.615
N: -2.58 -0.62 0.55  -0.581
H: -0.75 1.17 -1.49  0.215
H: -2.47 1.18 -1.14  0.245
H: -1.41 1.91 0.03  0.225
H: -0.83 0.12 1.39  0.003
H: -0.76 -2.24 0.03  0.210
H: -0.87 -1.31 -1.53  0.234
H: 1.54 -2.03 -0.97  0.214
H: 1.26 -0.48 -1.55  0.193
H: 1.49 -0.55 1.43  0.206
H: 2.87 -0.40 0.17  0.210
H: 0.71 1.71 0.75  0.204
H: 1.64 1.59 -0.77  0.199
H: 2.37 1.79 0.91  0.213
H: -2.56 -1.58 0.91  0.311
H: -0.68 0.14 2.20  0.064

***

Entry 2:
Below is a molecular structure, C36H46ClF6Ge2IN4O5PTl at a distorted geometry, with properties calculated with ωB97M-V/def2-TZVPD.

Values from the calculation:
<S²>: 0.79
HOMO (spin up / spin down): -10.80 / -11.02 eV
E_LUMO (spin up / spin down): -2.98 / -4.90 eV
gap between HOMO and LUMO (spin up / spin down): 7.82 / 6.12 eV
DFT total energy: -218217.1674 eV
spin multiplicity: 2
ΔE to the lowest compared entry with this formula, charge and spin: 0.0 kcal/mol
charge: +1

Last column: Mulliken spin population.
Cartesian coordinates (Å):
Tl: 0.47 1.67 -0.38  -0.005
C: -1.32 -3.00 5.16  0.000
C: -0.39 -2.52 4.04  0.000
Ge: -1.43 -1.80 2.57  0.000
C: -1.86 0.09 2.61  0.000
C: -3.27 0.30 3.17  0.000
C: -2.97 -2.88 2.08  0.000
C: -3.14 -3.28 0.82  0.000
Ge: -1.82 -2.64 -0.49  0.000
C: -2.45 -0.89 -1.02  0.000
C: -3.59 -0.99 -2.05  0.000
C: -0.98 -3.82 -1.77  0.000
C: -1.40 -3.52 -3.21  0.000
C: -4.37 -3.93 0.30  0.000
C: -4.31 -4.82 -0.77  0.000
C: -5.46 -5.41 -1.27  0.000
C: -6.69 -5.12 -0.70  0.000
C: -6.77 -4.23 0.36  0.000
C: -5.62 -3.64 0.86  0.000
H: -0.75 -3.43 5.98  0.000
H: -2.01 -3.78 4.81  0.000
H: -1.92 -2.19 5.58  0.000
H: 0.23 -3.34 3.68  0.000
H: 0.28 -1.74 4.41  0.000
H: -1.77 0.50 1.60  0.000
H: -1.10 0.59 3.21  0.000
H: -4.03 -0.18 2.55  0.000
H: -3.51 1.37 3.21  0.000
H: -3.37 -0.09 4.18  0.000
H: -3.75 -3.08 2.82  0.000
H: -1.62 -0.30 -1.41  0.000
H: -2.81 -0.41 -0.11  0.000
H: -3.23 -1.35 -3.01  0.000
H: -4.04 -0.01 -2.20  0.000
H: -4.39 -1.66 -1.71  0.000
H: -1.20 -4.86 -1.50  0.000
H: 0.10 -3.68 -1.67  0.000
H: -2.48 -3.63 -3.36  0.000
H: -0.90 -4.22 -3.89  0.000
H: -1.10 -2.52 -3.50  0.000
H: -3.36 -5.07 -1.21  0.000
H: -5.40 -6.11 -2.09  0.000
H: -7.59 -5.57 -1.09  0.000
H: -7.73 -3.98 0.80  0.000
H: -5.69 -2.92 1.67  0.000
Cl: 6.20 6.22 1.74  0.060
C: 4.67 5.50 1.54  0.276
C: 3.56 6.13 2.09  -0.088
C: 2.30 5.59 1.95  0.228
I: 0.66 6.55 2.73  0.041
C: 2.08 4.35 1.24  0.080
O: 0.96 3.86 1.10  0.266
C: 3.28 3.71 0.64  0.115
N: 3.07 2.58 -0.06  -0.003
C: 4.11 2.00 -0.64  0.018
C: 5.41 2.49 -0.54  -0.026
C: 5.64 3.64 0.18  0.048
C: 4.55 4.28 0.79  -0.024
H: 3.71 7.06 2.63  0.003
H: 3.90 1.10 -1.20  0.005
H: 6.22 1.97 -1.03  0.001
H: 6.63 4.05 0.28  0.008
O: 0.89 -0.19 2.07  0.001
C: 1.86 -0.87 1.83  0.001
C: 1.84 -2.29 1.43  0.001
C: 3.04 -2.98 1.49  0.000
C: 3.07 -4.33 1.21  0.000
C: 1.92 -5.03 0.90  0.000
C: 0.72 -4.34 0.83  0.000
C: 0.69 -2.97 1.06  0.000
O: -0.51 -2.29 0.94  0.000
N: 4.36 -5.05 1.28  0.000
O: 5.35 -4.38 1.50  0.000
O: 4.35 -6.22 0.99  0.000
H: 2.88 -0.45 1.95  -0.001
H: 3.96 -2.47 1.75  0.000
H: 1.97 -6.09 0.71  0.000
H: -0.20 -4.86 0.60  0.000
C: 0.89 5.99 -4.07  0.000
C: 0.82 5.94 -2.54  -0.004
C: 1.59 7.12 -1.95  0.007
C: -0.63 5.99 -2.05  0.001
N: 1.54 4.74 -2.06  0.002
N: 0.90 3.49 -2.38  0.000
H: 0.55 6.97 -4.42  0.000
H: 0.24 5.25 -4.54  0.000
H: 1.91 5.83 -4.41  0.000
H: 1.14 8.06 -2.27  0.000
H: 2.63 7.10 -2.28  0.000
H: 1.57 7.09 -0.86  -0.004
H: -1.13 6.89 -2.41  0.000
H: -0.66 5.98 -0.96  0.000
H: -1.21 5.14 -2.42  0.000
H: 1.52 4.79 -1.05  -0.004
H: 1.57 2.94 -2.92  0.000
H: 0.11 3.65 -3.00  0.001
F: 2.37 -0.47 -0.72  0.000
P: 2.03 -1.05 -2.24  -0.001
F: 3.56 -0.87 -2.63  0.000
F: 0.46 -1.16 -1.76  0.000
F: 1.63 -1.57 -3.68  0.000
F: 2.29 -2.54 -1.70  0.000
F: 1.73 0.50 -2.69  0.000

***

Entry 3:
Below is a molecular structure, C18H24NO4PPtS, with properties calculated with ωB97M-V/def2-TZVPD.

Values from the calculation:
HOMO: -14.39 eV
E_LUMO: -8.75 eV
gap between HOMO and LUMO: 5.65 eV
DFT total energy: -52090.6870 eV
ΔE to the lowest compared entry with this formula, charge and spin: 0.0 kcal/mol
charge: +2

Last column: natural (NBO) charge in e.
Cartesian coordinates (Å):
Pt: -0.26 -1.31 0.44  1.437
O: -1.67 -2.06 1.60  -0.525
N: -1.31 -2.49 2.83  0.010
C: -2.29 -3.04 3.58  0.050
C: -2.00 -3.46 4.85  -0.212
C: -0.71 -3.31 5.35  -0.100
C: 0.27 -2.75 4.56  -0.214
C: -0.05 -2.34 3.26  0.015
S: 1.14 -1.70 2.18  0.228
H: -3.25 -3.09 3.11  0.259
H: -2.80 -3.90 5.44  0.269
H: -0.47 -3.64 6.35  0.264
H: 1.28 -2.63 4.91  0.265
C: 3.77 5.51 -1.43  -0.653
C: 3.03 4.25 -1.10  0.133
C: 2.62 3.99 0.21  -0.239
C: 1.93 2.84 0.55  0.107
C: 1.54 2.64 1.98  -0.646
C: 1.67 1.90 -0.49  -0.226
C: 2.08 2.14 -1.83  0.107
C: 1.83 1.21 -2.99  -0.648
C: 2.75 3.32 -2.09  -0.237
C: 0.99 0.70 -0.16  0.776
O: 1.05 -0.43 -0.80  -0.586
O: 0.19 0.55 0.88  -0.499
H: 3.86 6.17 -0.57  0.234
H: 3.25 6.05 -2.23  0.248
H: 4.77 5.27 -1.79  0.251
H: 2.85 4.71 0.99  0.231
H: 2.06 3.37 2.60  0.242
H: 1.82 1.65 2.35  0.223
H: 0.47 2.76 2.13  0.240
H: 0.99 0.55 -2.85  0.214
H: 2.71 0.58 -3.15  0.252
H: 1.67 1.80 -3.89  0.241
H: 3.05 3.53 -3.11  0.232
C: -2.88 -0.43 -2.04  -1.020
P: -2.39 -2.15 -1.98  1.938
C: -1.98 -2.71 -3.62  -1.009
C: -3.74 -3.11 -1.33  -1.015
O: -1.12 -2.32 -1.09  -1.111
H: -3.81 -0.33 -2.61  0.284
H: -2.11 0.17 -2.52  0.269
H: -3.07 -0.05 -1.03  0.265
H: -2.84 -2.59 -4.27  0.277
H: -1.70 -3.76 -3.58  0.282
H: -1.15 -2.12 -4.01  0.275
H: -4.61 -3.03 -1.99  0.278
H: -4.00 -2.76 -0.34  0.267
H: -3.44 -4.16 -1.28  0.279

***

Entry 4:
Below is a molecular structure, C10H18N3 at a distorted geometry, with properties calculated with ωB97M-V/def2-TZVPD.

Values from the calculation:
HOMO: -11.85 eV
E_LUMO: -5.59 eV
gap between HOMO and LUMO: 6.25 eV
DFT total energy: -15121.1767 eV
ΔE to the lowest compared entry with this formula, charge and spin: 146.4 kcal/mol
charge: +1

Last column: natural (NBO) charge in e.
Cartesian coordinates (Å):
C: -0.61 1.75 -1.57  -0.434
N: 0.16 0.98 -0.60  -0.293
C: 1.54 1.04 -0.59  0.187
C: 2.30 -0.03 -0.03  -0.252
C: 3.69 0.03 -0.04  -0.181
C: 4.35 1.17 -0.52  -0.185
C: 3.61 2.24 -1.03  -0.179
C: 2.22 2.16 -1.11  -0.249
C: -0.61 0.44 0.47  -0.138
H: 0.05 2.09 -2.38  0.244
H: -1.40 1.13 -2.01  0.238
H: -1.08 2.62 -1.10  0.222
H: 1.78 -0.89 0.39  0.215
H: 4.26 -0.83 0.33  0.237
H: 5.44 1.22 -0.49  0.238
H: 4.12 3.15 -1.37  0.239
H: 1.65 2.99 -1.54  0.226
H: 0.00 0.27 1.37  0.257
H: -1.46 1.11 0.67  0.236
C: -1.52 -2.75 0.22  -0.460
N: -1.92 -1.33 0.27  -0.211
N: -2.50 -1.09 1.52  -0.475
C: -3.81 -1.73 1.66  -0.422
H: -1.06 -2.93 -0.75  0.226
H: -0.79 -3.01 1.01  0.211
H: -2.39 -3.39 0.33  0.245
H: -1.04 -0.68 0.13  0.264
H: -2.58 -0.08 1.64  0.356
H: -4.15 -1.54 2.68  0.234
H: -4.54 -1.32 0.95  0.195
H: -3.71 -2.80 1.50  0.208